--- P ---
{
  "formula": "C24H32N2O2",
  "method": "ωB97M-V/def2-TZVPD",
  "species": ["C", "H", "O", "C", "C", "C", "C", "C", "C", "H", "H", "C", "C", "C", "N", "C", "C", "N", "C", "H", "C", "C", "C", "C", "C", "C", "C", "H", "H", "H", "H", "H", "H", "H", "H", "C", "C", "H", "H", "C", "C", "O", "H", "H", "H", "H", "H", "H", "H", "H", "H", "H", "H", "H", "H", "H", "H", "H", "H", "H"],
  "positions_angstrom": [[-5.02897, -0.01279, -1.96572], [-4.72266, 0.33907, -2.95656], [-4.71227, 0.92446, -0.96608], [-3.40507, 1.24956, -0.77303], [-2.33397, 0.71052, -1.47679], [-1.04544, 1.12552, -1.20275], [-0.77698, 2.08290, -0.22655], [-1.86358, 2.60488, 0.48167], [-3.15132, 2.20413, 0.21327], [-3.98840, 2.61413, 0.75626], [-1.68750, 3.34373, 1.25098], [0.57023, 2.52322, 0.10830], [1.68721, 2.25451, -0.56885], [3.06525, 2.59399, -0.08480], [3.73450, 1.48653, 0.58888], [3.23617, 1.20710, 1.92918], [3.21204, -0.29936, 2.20595], [2.41295, -1.02639, 1.23931], [0.98168, -0.85401, 1.43932], [0.62623, 0.12268, 1.07591], [0.17765, -1.95319, 0.74843], [-1.31780, -1.81219, 0.86999], [-1.93965, -0.88952, 1.69906], [-3.32126, -0.82114, 1.77248], [-4.10694, -1.67658, 1.02377], [-3.49885, -2.60079, 0.18985], [-2.12063, -2.66245, 0.11391], [-1.65251, -3.38568, -0.54016], [-4.10076, -3.27844, -0.40025], [-5.18363, -1.62119, 1.08435], [-3.78460, -0.09249, 2.42091], [-1.35477, -0.20896, 2.29664], [0.47723, -2.91938, 1.16575], [0.42684, -1.97278, -0.31492], [0.79950, -0.90983, 2.51549], [2.84654, -0.76788, -0.13779], [3.95678, 0.29990, -0.20928], [4.08878, 0.60140, -1.24893], [4.90016, -0.14736, 0.12896], [3.32105, -2.08755, -0.77443], [3.27893, -2.07876, -2.30321], [4.17295, -1.16872, -2.89922], [5.06656, -1.38098, -2.60723], [2.28804, -1.77658, -2.65229], [3.47585, -3.09602, -2.67447], [4.33724, -2.30842, -0.43716], [2.67750, -2.89174, -0.41777], [1.98585, -0.40321, -0.71094], [4.22766, -0.70192, 2.18154], [2.80755, -0.48174, 3.20390], [2.21744, 1.59505, 2.05760], [3.88474, 1.71352, 2.65711], [3.03162, 3.42471, 0.62552], [3.69917, 2.88562, -0.92808], [1.64887, 1.68957, -1.48944], [0.63682, 3.13244, 1.00363], [-0.23518, 0.68434, -1.76310], [-2.49049, -0.03897, -2.23651], [-6.11281, -0.11558, -1.94078], [-4.56670, -0.98389, -1.76310]],
  "lowdin_charge": [-0.09, 0.10, -0.09, -0.29, -0.01, -0.03, -0.24, -0.03, -0.01, 0.12, 0.11, -0.08, -0.08, -0.18, -0.15, -0.16, -0.16, -0.12, -0.19, 0.10, -0.12, -0.22, -0.04, -0.08, -0.10, -0.10, -0.05, 0.11, 0.10, 0.11, 0.11, 0.11, 0.13, 0.11, 0.13, -0.29, -0.14, 0.12, 0.12, -0.13, -0.27, -0.07, 0.09, 0.12, 0.12, 0.12, 0.11, 0.12, 0.12, 0.12, 0.10, 0.12, 0.12, 0.12, 0.10, 0.11, 0.11, 0.11, 0.10, 0.07],
  "e_homo_ev": -7.733,
  "e_lumo_ha": 0.0275,
  "multiplicity": 1
}


--- Q ---
{
  "formula": "C24H32N2O2",
  "method": "ωB97M-V/def2-TZVPD",
  "species": ["C", "O", "C", "C", "N", "C", "O", "C", "C", "C", "C", "C", "N", "C", "C", "H", "H", "H", "H", "C", "C", "C", "C", "C", "C", "C", "H", "H", "C", "C", "C", "C", "C", "C", "H", "H", "H", "H", "H", "H", "H", "H", "H", "H", "H", "H", "H", "H", "H", "H", "H", "H", "H", "H", "H", "H", "H", "H", "H", "H"],
  "positions_angstrom": [[2.59146, 1.98851, -2.43138], [3.70227, 1.67342, -1.61810], [4.03584, 2.65198, -0.67035], [3.00477, 2.80419, 0.46456], [2.68348, 1.53172, 1.06033], [1.53446, 0.87719, 0.76109], [0.63815, 1.39727, 0.12824], [1.47285, -0.53374, 1.31409], [1.37905, -0.57557, 2.84894], [-0.04964, -0.56520, 3.41324], [-0.79334, -1.86521, 3.10452], [-2.21454, -1.81469, 3.68190], [-2.99627, -0.67389, 3.26428], [-2.29051, 0.56607, 3.50126], [-0.87356, 0.62022, 2.91341], [-0.92818, 0.60363, 1.82686], [-0.39836, 1.55770, 3.21169], [-2.89051, 1.38918, 3.10840], [-2.22339, 0.68752, 4.59096], [-3.74142, -0.78939, 2.02227], [-2.94466, -0.78504, 0.73789], [-2.43376, -1.96487, 0.20844], [-1.61549, -1.94540, -0.90558], [-1.30671, -0.74450, -1.54004], [-1.87094, 0.42953, -1.04918], [-2.67162, 0.40651, 0.07577], [-3.08147, 1.33186, 0.45555], [-1.64344, 1.36983, -1.52584], [-0.39593, -0.71409, -2.69244], [-0.67152, 0.08275, -3.80075], [0.19021, 0.10921, -4.88114], [1.34576, -0.65443, -4.87002], [1.63364, -1.44531, -3.77002], [0.76928, -1.47687, -2.69186], [1.00758, -2.08479, -1.83104], [2.53761, -2.03709, -3.75231], [2.01964, -0.63226, -5.71425], [-0.04024, 0.72647, -5.73772], [-1.57868, 0.66901, -3.82140], [-1.22248, -2.87306, -1.29830], [-2.67502, -2.90970, 0.67754], [-4.44929, 0.04636, 2.00648], [-4.31794, -1.71792, 2.08917], [-2.75841, -2.72592, 3.42230], [-2.14335, -1.76652, 4.77686], [-0.26105, -2.71456, 3.53989], [-0.84774, -2.01317, 2.02719], [0.03826, -0.48409, 4.50572], [1.92467, 0.27604, 3.26364], [1.86977, -1.48521, 3.20552], [0.61614, -1.03152, 0.86148], [2.37719, -1.05558, 0.99199], [3.44900, 1.00908, 1.45658], [3.40807, 3.48331, 1.22178], [2.06775, 3.21081, 0.07874], [4.17606, 3.63240, -1.15171], [4.99341, 2.32371, -0.25404], [2.71064, 2.97870, -2.88673], [2.56270, 1.22999, -3.21087], [1.65220, 1.95459, -1.87197]],
  "lowdin_charge": [-0.09, -0.18, -0.22, -0.15, 0.07, -0.48, 0.05, -0.08, -0.15, -0.32, -0.14, -0.18, -0.17, -0.17, -0.13, 0.08, 0.13, 0.12, 0.12, -0.14, -0.21, -0.05, -0.03, -0.19, -0.03, -0.04, 0.12, 0.11, -0.18, -0.03, -0.09, -0.11, -0.09, -0.03, 0.11, 0.10, 0.10, 0.10, 0.11, 0.12, 0.12, 0.12, 0.12, 0.12, 0.12, 0.12, 0.08, 0.14, 0.11, 0.11, 0.10, 0.12, 0.15, 0.12, 0.12, 0.12, 0.12, 0.09, 0.07, 0.07],
  "e_homo_ev": -7.868,
  "e_lumo_ha": 0.0292,
  "multiplicity": 1
}


The structure with the greatest stability is Q.


--- P ---
{
  "formula": "C10H13N2",
  "method": "ωB97M-V/def2-TZVPD",
  "species": ["C", "C", "C", "C", "C", "C", "C", "C", "C", "C", "N", "N", "H", "H", "H", "H", "H", "H", "H", "H", "H", "H", "H", "H", "H"],
  "positions_angstrom": [[-0.82766, 2.14457, 0.05852], [3.33690, -0.22019, -0.31495], [2.74216, -0.60691, 0.91423], [2.62517, 0.59050, -1.20808], [1.43211, -0.41536, 1.13208], [1.28582, 0.82848, -0.92832], [-3.11619, 0.20594, -0.05149], [-1.18380, -1.65676, -0.01622], [-0.65986, 0.71461, 0.47939], [-1.69317, -0.21358, -0.31691], [-0.95003, 3.17591, -0.41179], [0.74237, 0.35860, 0.20878], [4.39068, -0.56713, -0.32324], [3.22429, -1.16956, 1.74265], [2.97602, 1.01412, -2.15770], [1.00463, -0.73779, 2.07619], [0.74899, 1.40399, -1.49994], [-3.44674, 0.18984, 1.05567], [-3.19308, 1.18006, -0.27990], [-3.69302, -0.49182, -0.69490], [-1.44537, -1.75641, 0.99391], [-1.81369, -2.35352, -0.47522], [-0.18096, -1.91155, -0.15120], [-0.96218, 0.47206, 1.45872], [-1.34336, -0.17810, -1.29029]],
  "lowdin_charge": [-0.15, 0.03, -0.02, 0.04, 0.00, 0.02, -0.02, -0.03, -0.18, -0.33, 0.22, 0.00, 0.14, 0.15, 0.14, 0.16, 0.09, 0.14, 0.03, 0.12, 0.07, 0.08, 0.06, 0.14, 0.11],
  "e_homo_ev": -15.014,
  "e_lumo_ha": -0.1819,
  "charge": 1,
  "multiplicity": 1
}


--- Q ---
{
  "formula": "C10H13N2",
  "method": "ωB97M-V/def2-TZVPD",
  "species": ["C", "C", "C", "C", "C", "C", "C", "C", "C", "C", "N", "N", "H", "H", "H", "H", "H", "H", "H", "H", "H", "H", "H", "H", "H"],
  "positions_angstrom": [[-0.53822, -2.74920, 1.73026], [-1.60744, -3.19871, 0.96978], [0.12971, -1.57679, 1.39853], [-2.04262, -2.40189, -0.17337], [-0.46323, -0.63240, 0.49562], [-1.55964, -1.17772, -0.09185], [0.58084, 1.24031, -0.66217], [0.55319, 1.17778, 1.81414], [0.90638, 2.66328, -0.40294], [0.73974, 0.95728, -3.06229], [0.10836, 0.58710, 0.48767], [0.35362, 0.63077, -1.74877], [-0.33761, -3.51410, 2.38721], [-2.18697, -4.15903, 0.96116], [1.09298, -1.20940, 1.76659], [-2.70752, -2.68966, -0.93388], [0.03899, 0.71650, 2.64620], [-0.01348, 2.07233, 1.86500], [1.55223, 1.21128, 2.09782], [0.21182, 3.17158, 0.18045], [1.10717, 3.19714, -1.41860], [1.70989, 2.72264, 0.21420], [-0.05452, 0.83380, -3.69481], [1.44823, 0.16382, -3.56465], [0.97811, 1.96330, -3.26130]],
  "lowdin_charge": [-0.03, -0.01, 0.05, 0.00, -0.23, 0.27, -0.31, 0.01, 0.01, -0.11, -0.03, 0.07, 0.10, 0.15, 0.14, 0.13, 0.10, 0.09, 0.09, 0.07, 0.14, 0.05, 0.05, 0.14, 0.06],
  "e_homo_ev": [-12.716, -12.609],
  "e_lumo_ha": [-0.2280, -0.2448],
  "charge": 1,
  "multiplicity": 1
}


--- R ---
{
  "formula": "C10H13N2",
  "method": "ωB97M-V/def2-TZVPD",
  "species": ["C", "C", "C", "C", "C", "C", "C", "C", "C", "C", "N", "N", "H", "H", "H", "H", "H", "H", "H", "H", "H", "H", "H", "H", "H"],
  "positions_angstrom": [[-3.67919, 0.26958, 0.04269], [-3.01609, 1.44500, 0.44975], [-2.96497, -0.86462, -0.28714], [-1.68047, 1.33622, 0.64589], [-1.62529, -0.80215, -0.21442], [1.11692, -0.57137, 0.03855], [-0.70111, -1.92129, -0.75176], [3.43530, -0.73276, 0.40202], [2.17344, 1.54411, -0.39298], [2.20799, 0.26035, 0.45912], [0.61359, -1.48598, -0.48303], [-0.99236, 0.22808, 0.38040], [-4.72138, 0.21901, 0.00759], [-3.54134, 2.40849, 0.70740], [-3.59313, -1.66076, -0.57769], [-1.09262, 2.20581, 1.03691], [-0.77974, -2.95854, -0.43207], [-0.97560, -2.14768, -1.86528], [3.27292, -1.23114, -0.53049], [3.40528, -1.43593, 1.19052], [4.39785, -0.16558, 0.33328], [2.48910, 2.33406, 0.31300], [1.20088, 1.62679, -0.92773], [2.98810, 1.55546, -1.06691], [2.06194, 0.54482, 1.52236]],
  "lowdin_charge": [-0.01, -0.03, -0.02, -0.12, -0.22, 0.01, -0.07, 0.00, -0.02, -0.33, 0.18, 0.11, 0.10, 0.14, 0.12, 0.14, 0.14, 0.18, 0.07, 0.08, 0.12, 0.10, 0.10, 0.07, 0.16],
  "e_homo_ev": -13.708,
  "e_lumo_ha": -0.1154,
  "charge": 1,
  "multiplicity": 1
}


--- S ---
{
  "formula": "C10H13N2",
  "method": "ωB97M-V/def2-TZVPD",
  "species": ["C", "C", "C", "C", "C", "C", "C", "C", "C", "C", "N", "N", "H", "H", "H", "H", "H", "H", "H", "H", "H", "H", "H", "H", "H"],
  "positions_angstrom": [[-3.48732, 0.13030, -0.05136], [-3.05067, -1.16436, 0.38955], [-2.60476, 1.03727, -0.33117], [-1.72656, -1.52364, 0.71761], [-1.18705, 0.84433, -0.05596], [-0.72369, -0.53340, 0.38226], [1.00011, 0.87363, 0.02411], [1.56474, 1.44353, 1.38339], [1.86580, 1.14446, -1.18864], [2.28765, -2.35475, -0.69890], [-0.16319, 1.58581, -0.25162], [0.54778, -0.48110, 0.42775], [-4.54703, 0.05492, -0.24021], [-3.78269, -1.85139, 0.76692], [-2.95650, 2.02195, -0.72119], [-1.41707, -2.50444, 1.04966], [2.27419, 2.21429, 1.34247], [2.02872, 0.60119, 1.85948], [0.63473, 1.70107, 2.00394], [1.45672, 0.90377, -2.15226], [2.89122, 0.77606, -1.33166], [2.02363, 2.18797, -1.13084], [2.26270, -1.91702, -1.63703], [1.95087, -3.41912, -0.59152], [2.85766, -1.77134, 0.03523]],
  "lowdin_charge": [-0.07, -0.01, 0.00, 0.03, -0.16, -0.20, -0.57, 0.03, -0.02, 0.43, 0.19, 0.19, 0.13, 0.11, 0.15, 0.11, 0.07, 0.07, 0.13, 0.08, 0.09, 0.08, 0.02, 0.09, 0.05],
  "e_homo_ev": [-12.640, -12.554],
  "e_lumo_ha": [-0.2517, -0.2805],
  "charge": 1,
  "multiplicity": 1
}


The structure with the greatest stability is R.


--- P ---
{
  "formula": "C4H14N3S",
  "method": "ωB97M-V/def2-TZVPD",
  "species": ["C", "C", "N", "N", "H", "H", "H", "H", "H", "H", "H", "C", "C", "S", "N", "H", "H", "H", "H", "H", "H", "H"],
  "positions_angstrom": [[-0.20312, -0.67675, 2.98910], [-0.41103, -0.95571, 1.67984], [0.76939, -1.24080, 0.82850], [-1.09393, -0.00499, 3.81662], [0.76021, -0.94238, 3.43345], [-1.35525, -0.93256, 1.15066], [1.30705, -0.39184, 0.67842], [1.38215, -1.97221, 1.20524], [0.42582, -1.56569, -0.11438], [-2.05637, -0.08116, 3.53337], [-0.97432, -0.20543, 4.80944], [0.12291, 1.11104, -1.51679], [0.18262, 0.24376, -2.79732], [0.35170, -1.51161, -2.31896], [-0.25124, 2.50433, -1.90637], [-0.61420, 0.68083, -0.81842], [1.10334, 1.04699, -1.01718], [-0.73270, 0.34088, -3.39170], [1.00543, 0.56622, -3.47456], [0.25833, -2.01516, -3.55736], [-0.61854, 2.98290, -1.07498], [0.64177, 3.01933, -2.13661]],
  "lowdin_charge": [-0.17, -0.11, 0.15, 0.09, 0.13, 0.12, 0.14, 0.17, 0.02, 0.10, 0.11, -0.37, -0.52, 0.73, -0.01, 0.09, 0.09, 0.08, 0.09, -0.11, 0.07, 0.10],
  "e_homo_ev": -12.778,
  "e_lumo_ha": -0.1118,
  "charge": 1,
  "multiplicity": 1
}


--- Q ---
{
  "formula": "C4H14N3S",
  "method": "ωB97M-V/def2-TZVPD",
  "species": ["C", "C", "C", "C", "N", "N", "N", "S", "H", "H", "H", "H", "H", "H", "H", "H", "H", "H", "H", "H", "H", "H"],
  "positions_angstrom": [[1.35230, 0.27558, -1.22308], [1.82653, 0.76721, 1.92341], [0.50381, 1.02317, -0.27653], [-1.83658, 0.65720, -0.00073], [-3.01429, 0.01874, -0.02325], [-0.64426, 0.11251, 0.04910], [1.04784, 1.55886, 0.90115], [-0.94834, -3.20725, -0.78581], [2.40205, 0.71915, -1.35807], [1.31249, -0.76374, -0.87713], [0.92078, 0.28008, -2.21765], [2.81026, 0.37980, 1.51064], [2.12876, 1.29539, 2.77761], [1.33061, -0.08481, 2.30747], [0.03771, 1.86113, -0.82417], [-1.71118, 2.04534, -0.19261], [-3.13324, -0.92925, -0.02352], [-3.81015, 0.56422, -0.36822], [-0.33312, -0.83849, 0.03254], [0.02164, -4.11919, -0.65779], [1.58233, 2.43016, 0.65181], [-1.84595, -4.04582, -1.32517]],
  "lowdin_charge": [-0.03, -0.07, -0.48, -0.11, 0.18, 0.09, -0.06, 0.52, 0.13, 0.07, 0.09, 0.10, 0.06, 0.06, 0.13, 0.28, 0.07, 0.14, 0.05, -0.19, 0.15, -0.19],
  "e_homo_ev": -12.657,
  "e_lumo_ha": -0.1208,
  "charge": 1,
  "multiplicity": 1
}


The structure with the greatest stability is P.